# 1
ORCA calculation (ωB97M-V/def2-TZVPD) on a molecular structure, C46H53CrFN5O9PS2Te in a non-equilibrium geometry.

Geometry as XYZ:
```
119
Properties=species:S:1:pos:R:3
Te 4.745 0.158 -2.484
Cr 1.281 -0.259 -2.904
S -1.064 -1.082 -0.843
S 0.749 -3.617 -3.897
P 3.439 -0.449 -0.641
F -3.024 2.180 2.852
O -0.666 -3.423 -4.068
O -0.253 -1.335 -2.140
O 2.810 3.397 -3.124
O 1.913 -0.525 -0.735
O 3.882 -1.898 -0.054
O 1.397 -4.468 -4.867
O 1.754 1.459 -2.958
O -0.488 1.452 -1.444
O 3.849 0.541 0.563
N -3.473 5.511 6.224
N 0.917 4.956 0.125
N -2.031 4.585 3.994
N 2.104 -0.362 -4.850
N 1.517 -2.195 -3.793
C -3.982 -3.738 2.297
C -3.066 -1.319 -3.713
C -1.544 4.017 2.769
C 1.974 2.711 -2.594
C 1.155 -5.640 0.149
C -5.245 -2.845 -2.909
C 1.351 6.285 0.537
C -2.213 -2.841 0.913
C 5.258 -3.820 0.333
C 5.246 -2.360 -0.052
C 0.964 -4.370 -2.319
C -1.498 -2.777 -0.413
C 2.222 -1.700 -4.874
C -4.862 -2.831 -4.246
C -4.536 -2.093 -1.982
C 3.046 -2.326 -5.820
C 0.372 -6.181 -0.873
C 1.770 -3.828 -1.332
C -0.049 4.253 0.846
C -3.471 -3.075 3.404
C -2.337 -2.285 3.266
C 1.136 3.208 -1.474
C 1.228 -6.308 1.501
C -3.180 6.431 5.061
C 0.004 2.484 -0.903
C 2.515 6.246 1.520
C 3.742 -1.521 -6.689
C 2.021 1.424 1.905
C -3.077 5.577 3.814
C 1.854 -4.463 -0.099
C -3.443 -1.321 -2.375
C 3.146 0.410 1.821
C -3.359 -3.616 1.059
C -0.518 3.018 0.308
C 1.515 4.390 -0.955
C 2.810 0.412 -5.679
C -1.536 2.325 1.039
C -2.397 4.460 6.373
C 3.634 -0.126 -6.628
C -3.770 -2.072 -4.642
C -2.347 3.677 5.075
C -2.020 2.848 2.208
C 0.275 -5.558 -2.103
C -0.535 4.731 2.051
C -2.709 -0.488 -1.365
C -1.709 -2.171 2.033
H -4.862 -4.364 2.393
H 1.144 -7.392 1.413
H -3.762 -4.138 0.196
H 6.290 -4.178 0.322
H 1.285 1.232 1.121
H -3.272 -0.416 -0.431
H -2.229 6.916 5.269
H 1.526 1.365 2.880
H 2.474 -4.020 0.672
H -0.523 -3.263 -0.349
H 2.298 -2.907 -1.509
H -1.459 4.979 6.549
H 5.682 -2.220 -1.036
H -3.972 7.174 5.000
H 4.677 -4.411 -0.377
H 2.348 4.929 -1.392
H -2.051 -3.217 -1.242
H 3.888 0.577 2.600
H 3.365 5.727 1.072
H 4.847 -3.977 1.335
H -3.451 -2.077 -5.678
H -0.340 -5.976 -2.895
H -2.201 -0.746 -4.022
H -1.577 2.911 5.142
H 2.758 -0.604 1.933
H -4.834 -2.098 -0.937
H -1.914 1.388 0.666
H -3.595 6.037 7.084
H -4.348 5.027 6.024
H 2.700 1.481 -5.541
H -0.169 -7.105 -0.696
H 1.638 6.827 -0.361
H -2.827 6.213 2.967
H -0.148 5.637 2.504
H -0.813 -1.565 1.933
H 0.496 6.804 0.966
H 0.414 -5.963 2.145
H 2.829 7.259 1.786
H -6.096 -3.435 -2.591
H 5.833 -1.765 0.653
H 2.235 5.714 2.432
H 3.128 -3.399 -5.832
H -2.477 0.513 -1.730
H 4.403 -1.975 -7.419
H -2.646 3.834 7.228
H 2.412 2.436 1.769
H 2.168 -6.072 2.002
H -5.417 -3.409 -4.976
H -3.311 3.162 4.938
H -1.926 -1.766 4.126
H -4.060 5.114 3.608
H 4.203 0.519 -7.284
H -3.952 -3.178 4.370
```

The net charge is 0. As for the energy above the lowest of the compared OMol25 structures with the same formula, charge and spin: 277.6 kJ/mol. The gap between HOMO and LUMO (spin up / spin down) is 2.7747 / 4.8046 eV. Its spin multiplicity is 5. The LUMO energy (spin up / spin down) comes out at -1.351 / -1.364 eV. Its expectation value of S² is 6.051.

# 2
ORCA calculation (ωB97M-V/def2-TZVPD) on a molecular structure, C46H54GeN4O2P2SV in a non-equilibrium geometry.

Geometry as XYZ:
```
111
Properties=species:S:1:pos:R:3
Ge 0.346 0.350 -1.900
V 0.256 -1.145 0.271
S -6.090 -1.026 6.907
P 1.849 -0.104 2.256
P 0.146 2.652 1.997
O -7.536 1.057 6.106
O 1.718 -2.501 0.728
N 4.479 0.637 -1.415
N -0.811 -2.104 -0.447
N 4.493 -1.770 -1.334
N 2.848 -0.676 -0.244
C 0.631 -2.796 -5.566
C 1.965 2.692 1.721
C -4.741 -2.039 4.718
C -2.895 -0.920 3.614
C 3.907 -0.551 -1.016
C -1.330 1.303 -2.497
C 3.291 -1.136 2.794
C 1.654 1.654 -2.749
C -7.368 -0.113 5.941
C 2.639 3.865 1.393
C 1.232 0.116 3.997
C 5.320 -1.973 -2.496
C 3.439 3.597 -3.756
C -8.128 -0.976 4.979
C 0.157 3.835 3.436
C -1.505 -3.724 -2.124
C -4.840 -0.992 5.630
C 1.545 -1.753 -3.607
C 1.673 -2.648 -4.660
C -3.016 0.126 4.540
C -3.164 -2.728 -0.532
C -0.501 3.830 0.735
C 4.019 3.894 1.292
C -1.706 -3.185 -0.704
C -3.791 2.338 -3.370
C -3.974 0.093 5.536
C 2.697 3.853 -2.611
C 4.099 1.573 1.888
C -2.602 2.791 -3.925
C -1.903 -0.911 2.597
C 4.748 2.749 1.551
C 2.584 -2.003 -0.071
C 1.819 2.893 -2.127
C 3.618 -2.820 -0.847
C 3.287 2.376 -4.401
C -3.755 1.377 -2.368
C 0.400 -0.975 -3.425
C -1.387 2.273 -3.496
C -1.398 -4.292 0.323
C 2.709 1.511 1.977
C -1.055 -0.926 1.716
C -0.525 -2.049 -5.398
C -3.787 -2.001 3.719
C 2.404 1.425 -3.904
C -2.535 0.879 -1.932
C -0.636 -1.153 -4.342
H -5.409 -2.886 4.808
H 0.767 3.428 4.243
H -1.993 -5.185 0.113
H 0.129 4.713 0.618
H -4.741 2.737 -3.706
H -3.836 -3.589 -0.563
H -7.440 -1.400 4.248
H 5.829 2.769 1.486
H 6.082 -1.194 -2.544
H -0.467 2.629 -3.946
H 1.922 0.721 4.587
H 4.692 0.685 2.066
H -1.543 -0.569 -4.232
H -8.590 -1.798 5.524
H -4.059 0.903 6.248
H 5.821 -2.936 -2.403
H 0.721 -3.490 -6.394
H -1.684 -2.931 -2.844
H -3.270 -2.210 0.423
H 4.001 -1.320 1.991
H -3.438 -2.040 -1.334
H -3.707 -2.809 3.004
H -2.627 3.538 -4.712
H -1.347 -2.163 -6.097
H 3.851 2.171 -5.305
H -0.336 -4.537 0.287
H 0.238 0.558 4.013
H 4.745 -1.969 -3.434
H 2.583 -3.226 -4.783
H 3.801 -0.661 3.634
H 2.290 0.488 -4.435
H -4.681 1.011 -1.938
H 1.159 -0.883 4.430
H -0.596 3.315 -0.218
H 4.152 -3.511 -0.178
H -1.628 -3.919 1.323
H 0.568 4.801 3.137
H -2.188 -4.553 -2.323
H 4.125 4.340 -4.143
H -8.892 -0.391 4.466
H 1.236 3.104 -1.238
H 2.884 -2.095 3.114
H -0.861 3.973 3.805
H 3.894 1.424 -1.169
H 4.722 0.674 -2.395
H -1.499 4.142 1.048
H 3.160 -3.410 -1.656
H 2.801 4.804 -2.100
H 4.525 4.810 1.009
H -2.341 0.969 4.455
H 2.083 4.776 1.201
H 2.370 -1.632 -2.910
H -2.497 0.149 -1.128
H -0.477 -4.070 -2.252
```

The net charge is -1. The gap between HOMO and LUMO (spin up / spin down) is 4.5454 / 7.1075 eV. Its spin multiplicity is 3. The LUMO energy (spin up / spin down) comes out at 2.278 / 2.272 eV. Its expectation value of S² is 2.066.

Among the records above, which one has the highest spin multiplicity? C46H53CrFN5O9PS2Te

What is the formula in the second record? C46H54GeN4O2P2SV